Entry 1:
Density functional theory data (wB97M-V/def2-TZVPD) for C13H17Cl2N3O2 in the gas phase.

Computed properties:
Gap between HOMO and LUMO, eV: 8.805
Structure (SMILES): CCOC(=O)/C(=N\C(C)C)NNc1cc(Cl)ccc1Cl
DFT total energy, eV: -47366.862
F_max, eV/A: 0.862

```
37
Properties=species:S:1:pos:R:3:forces:R:3
C 5.676 1.025 2.023 -0.460 0.010 -0.084
C 4.347 1.754 2.047 0.344 0.466 0.269
O 3.327 0.844 1.614 -0.107 -0.432 -0.205
C 2.073 1.236 1.764 -0.012 0.556 0.341
O 1.741 2.303 2.232 0.077 -0.322 -0.204
C 1.050 0.224 1.294 -0.050 -0.830 -0.201
N 1.121 -1.037 1.173 -0.254 0.605 0.016
C 2.285 -1.843 1.404 0.459 -0.356 0.075
C 1.798 -3.204 1.899 0.212 0.281 0.019
C 3.058 -1.990 0.090 -0.096 0.105 0.290
N -0.132 0.848 0.993 -0.497 0.675 -0.202
N -1.263 0.059 0.805 0.237 -0.152 0.698
C -1.824 0.001 -0.455 -0.188 0.090 -0.461
C -1.645 1.029 -1.381 0.024 -0.088 -0.022
C -2.300 0.990 -2.598 -0.054 -0.318 0.232
Cl -2.052 2.276 -3.723 0.039 0.199 -0.172
C -3.148 -0.054 -2.930 0.019 0.053 -0.025
C -3.330 -1.080 -2.019 0.115 0.145 0.021
C -2.679 -1.054 -0.802 0.099 0.136 -0.018
Cl -2.913 -2.354 0.319 -0.031 -0.132 0.115
H 5.652 0.176 2.700 0.052 -0.074 0.073
H 5.886 0.663 1.020 0.091 -0.033 -0.085
H 6.468 1.702 2.329 0.080 0.059 0.025
H 4.350 2.616 1.371 -0.052 -0.102 0.124
H 4.096 2.110 3.052 0.028 -0.031 -0.191
H 2.955 -1.399 2.156 -0.120 -0.133 -0.114
H 1.263 -3.095 2.839 -0.062 -0.031 0.087
H 1.123 -3.639 1.167 -0.083 -0.066 -0.090
H 2.641 -3.874 2.050 0.087 -0.128 0.044
H 2.404 -2.400 -0.676 -0.059 -0.063 -0.097
H 3.905 -2.656 0.229 0.119 -0.087 -0.032
H 3.420 -1.020 -0.240 0.057 0.049 -0.079
H -0.282 1.750 1.433 -0.042 -0.327 0.022
H -1.159 -0.853 1.250 0.083 0.266 -0.092
H -0.983 1.845 -1.142 0.034 0.078 0.001
H -3.653 -0.068 -3.882 -0.040 0.021 -0.099
H -3.980 -1.907 -2.258 -0.047 -0.090 0.021
```
Forces are in eV/Å.


Entry 2:
Density functional theory data (wB97M-V/def2-TZVPD) for C4H10N2O in the gas phase.

Computed properties:
Gap between HOMO and LUMO, eV: 10.180
Structure (SMILES): NCC[C@H](N)C=O
DFT total energy, eV: -9337.358
F_max, eV/A: 1.107

```
17
Properties=species:S:1:pos:R:3:forces:R:3
N 2.000 -1.124 -1.046 -0.142 -0.139 0.245
C 1.619 -1.164 0.371 0.109 -0.176 -0.345
C 0.123 -0.921 0.540 0.503 -0.346 0.184
C -0.347 0.349 -0.138 -0.459 0.156 -0.237
N 0.581 1.463 0.121 -0.445 0.044 0.427
C -1.762 0.661 0.361 1.094 -0.089 0.146
O -2.713 0.828 -0.342 -0.419 0.059 -0.053
H 2.712 -1.809 -1.245 0.139 0.109 -0.085
H 2.338 -0.199 -1.283 -0.005 -0.132 -0.085
H 1.877 -2.138 0.806 -0.101 0.157 -0.168
H 2.173 -0.423 0.936 0.185 0.192 0.274
H -0.395 -1.795 0.131 -0.191 0.244 0.108
H -0.065 -0.855 1.621 -0.212 -0.083 -0.076
H -0.408 0.207 -1.215 0.022 -0.064 -0.086
H 0.092 2.349 0.018 0.147 -0.040 -0.233
H 0.870 1.439 1.094 0.086 -0.004 0.057
H -1.794 0.739 1.475 -0.309 0.112 -0.073
```
Forces are in eV/Å.


Entry 3:
Density functional theory data (wB97M-V/def2-TZVPD) for a gas-phase ion, C2H5N2Si (charge +1).

Computed properties:
Gap between HOMO and LUMO, eV: 8.200
Structure (SMILES): C1=NC[SiH]=[NH+]1
DFT total energy, eV: -13003.171
Charge: +1
F_max, eV/A: 5.584

```
10
Properties=species:S:1:pos:R:3:forces:R:3
C 0.549 -0.466 -1.206 -0.621 0.901 1.825
N -0.705 -0.556 -1.148 1.576 -1.351 -1.490
C -1.264 -0.349 0.063 -2.789 -1.093 2.526
Si 0.301 0.384 1.243 -1.844 -2.890 -4.407
N 1.307 -0.004 -0.114 -1.287 0.287 2.226
H 1.146 -0.554 -2.019 1.189 -0.745 -2.938
H -2.010 0.389 -0.074 -0.552 2.004 0.354
H -2.179 -1.171 0.250 2.995 1.323 0.410
H 0.638 1.424 2.086 0.693 1.193 1.541
H 2.291 -0.168 -0.168 0.640 0.371 -0.046
```
Forces are in eV/Å.


Entry 4:
Density functional theory data (wB97M-V/def2-TZVPD) for a molecular structure, C41H48Cl4N4O8PS2V.

Computed properties:
Gap between HOMO and LUMO (alpha / beta), eV: 6.133 / 7.424
DFT total energy, eV: -172366.225
2S+1: 2
Charge: +1
F_max, eV/A: 3.177
⟨S²⟩: 0.8488

```
109
Properties=species:S:1:pos:R:3:forces:R:3
V -11.177 -12.446 17.951 -1.341 0.109 0.417
O -14.886 -12.369 18.947 -0.203 -0.623 0.101
S -14.188 -13.509 18.410 -2.021 2.369 -0.383
O -14.512 -14.812 18.826 0.339 -1.047 0.491
O -12.728 -13.128 18.695 3.032 0.029 -0.837
C -14.556 -13.356 16.650 -1.502 -0.531 1.516
C -15.923 -13.010 16.522 1.642 -0.195 -2.713
C -16.486 -12.915 15.249 0.337 -0.531 0.587
C -15.712 -13.212 14.134 0.758 -0.055 1.272
C -14.410 -13.622 14.291 0.821 -0.699 1.196
C -13.839 -13.807 15.579 -0.599 0.971 -1.510
S -12.237 -14.435 15.820 0.893 -0.521 -1.103
O -11.609 -14.771 14.587 -0.359 -0.451 -0.612
O -12.286 -15.436 16.849 -0.305 0.653 -0.123
O -11.491 -13.142 16.241 -0.070 -0.573 1.144
H -16.518 -12.911 17.356 -1.044 0.541 1.722
H -17.540 -12.728 15.166 -0.243 0.204 -0.115
H -16.054 -13.240 13.149 -0.947 0.323 -1.283
H -13.845 -13.898 13.432 0.454 -0.213 -0.447
N -14.978 -2.765 18.352 0.180 -0.700 -0.284
C -14.750 -3.805 17.906 -0.567 1.065 -0.434
C -14.446 -5.117 17.403 0.779 -0.164 0.757
C -13.667 -5.348 16.267 -0.382 0.324 0.805
C -13.095 -6.604 16.201 0.598 1.213 -1.823
C -13.439 -7.573 17.108 1.197 -2.377 -0.096
C -14.186 -7.430 18.266 -0.579 2.327 -1.814
C -14.658 -6.110 18.353 0.366 -0.794 -0.234
N -12.857 -8.857 16.739 0.331 0.202 0.661
C -12.681 -9.329 15.427 -1.846 1.916 -0.083
C -12.120 -10.513 15.524 1.229 -2.525 0.630
N -11.885 -10.802 16.870 0.881 0.531 0.866
C -12.283 -9.740 17.566 -0.110 -0.461 0.492
H -13.534 -4.514 15.586 0.418 -0.388 -0.121
H -12.329 -6.817 15.409 -1.040 0.120 0.875
H -14.557 -8.182 18.922 0.288 -0.575 0.314
H -15.201 -5.770 19.177 -0.852 0.032 1.404
H -13.144 -8.803 14.579 0.521 -0.372 0.595
H -11.823 -11.266 14.813 -0.205 0.258 -0.299
H -12.128 -9.696 18.669 -0.548 0.493 -1.296
Cl -6.150 -9.569 15.474 -0.273 0.154 0.207
C -7.050 -8.959 16.838 1.085 -0.035 0.502
C -6.435 -8.801 18.070 -1.921 0.178 0.163
C -7.238 -8.429 19.164 1.626 -0.177 -0.445
C -8.528 -8.060 18.970 -0.233 -0.652 -2.671
N -9.104 -8.092 17.717 0.499 -0.179 1.888
C -8.364 -8.578 16.726 -1.990 0.892 -1.275
H -5.408 -8.932 18.192 1.480 -0.459 0.124
H -6.815 -8.389 20.160 0.065 0.067 -0.075
H -9.050 -7.769 19.828 -1.353 0.579 0.715
H -8.898 -8.521 15.740 0.839 -0.458 0.806
Cl -11.739 -12.926 21.619 -0.446 -0.039 0.120
C -11.766 -11.159 21.481 0.554 0.160 -1.225
Cl -11.438 -10.438 22.984 -0.047 0.415 1.319
Cl -13.309 -10.499 20.844 0.507 -0.497 -0.027
C -10.523 -10.829 20.526 -1.433 -1.071 0.865
O -9.636 -10.189 20.938 1.965 1.811 1.002
O -10.493 -11.417 19.388 -1.172 -1.252 -2.382
C -5.453 -12.969 20.469 -1.036 2.537 1.499
C -6.549 -13.560 21.390 -0.217 -0.872 -0.010
C -7.964 -13.615 20.693 0.262 0.666 0.500
C -7.750 -13.617 19.176 -0.203 0.433 0.507
C -7.081 -12.322 18.667 1.044 0.020 -1.611
C -6.069 -11.773 19.658 -1.148 -0.996 1.499
P -9.226 -14.115 18.225 0.433 -0.556 -0.727
C -9.971 -15.800 18.635 0.200 -0.002 1.209
C -10.465 -16.097 20.079 0.961 1.523 0.884
C -11.581 -17.112 20.068 -1.401 0.330 0.154
C -11.334 -18.202 19.008 0.025 -0.418 0.410
C -9.831 -18.312 18.757 1.400 -0.074 1.145
C -9.201 -17.036 18.149 -0.264 0.649 -1.208
C -8.544 -14.199 16.488 -1.380 -0.759 0.829
C -8.520 -12.812 15.890 1.782 2.315 0.300
C -8.403 -12.887 14.373 -1.325 0.947 -0.757
C -7.703 -14.149 13.922 1.205 -0.976 -0.905
C -6.594 -14.463 14.986 0.036 -0.443 -1.072
C -7.236 -15.004 16.256 0.166 1.284 1.632
H -5.037 -13.736 19.873 0.546 -0.608 -0.934
H -4.675 -12.545 21.122 -0.002 -0.413 -0.306
H -6.635 -13.027 22.348 0.049 0.102 -0.451
H -6.212 -14.575 21.679 -0.341 0.305 -0.176
H -8.539 -12.709 21.059 0.309 -1.180 -0.653
H -8.510 -14.554 20.879 0.175 0.550 0.698
H -7.057 -14.467 19.002 -0.300 0.338 -0.108
H -7.706 -11.469 18.364 -0.596 -0.555 0.271
H -6.514 -12.548 17.729 -0.388 -0.150 0.672
H -6.690 -11.117 20.336 1.046 -0.517 -0.209
H -5.358 -11.158 19.138 0.468 0.197 -0.084
H -10.856 -15.748 18.043 -0.594 0.178 -0.318
H -10.814 -15.155 20.554 0.126 -0.575 -0.170
H -9.650 -16.474 20.741 -0.213 0.390 -0.637
H -12.502 -16.555 19.804 0.207 -0.395 0.170
H -11.736 -17.477 21.124 0.235 0.016 -1.189
H -11.848 -18.001 18.048 0.177 0.148 0.499
H -11.737 -19.173 19.363 0.308 0.490 -0.234
H -9.647 -19.179 18.112 0.324 0.221 0.203
H -9.234 -18.416 19.727 -1.140 -0.561 -1.056
H -9.361 -17.073 17.049 0.627 0.008 0.461
H -8.139 -16.866 18.411 -0.329 -0.750 -0.305
H -9.358 -14.720 15.987 -0.162 -0.199 -0.278
H -7.665 -12.166 16.301 -1.018 -1.273 -0.697
H -9.366 -12.138 16.113 -0.140 -0.536 0.209
H -7.901 -11.978 13.988 0.086 -0.492 0.298
H -9.429 -12.791 13.945 0.569 -0.443 0.143
H -7.205 -13.948 12.914 -0.751 -0.511 1.264
H -8.385 -15.049 13.819 0.628 1.127 0.022
H -6.027 -13.517 15.103 -0.075 -0.664 0.318
H -5.924 -15.273 14.657 0.026 0.622 -0.264
H -6.604 -14.863 17.169 0.010 0.034 -0.941
H -7.370 -16.086 16.229 -0.463 0.172 -0.341
```
Forces are in eV/Å.


Entry 5:
Density functional theory data (wB97M-V/def2-TZVPD) for a molecular structure, C20H16ClFN4O2Pt.

Computed properties:
Gap between HOMO and LUMO (alpha / beta), eV: 6.270 / 6.269
DFT total energy, eV: -49540.848
F_max, eV/A: 2.249

```
45
Properties=species:S:1:pos:R:3:forces:R:3
Pt -1.094 0.503 -0.378 -1.378 1.770 -0.164
N -5.066 -0.983 -0.102 0.635 0.375 -0.035
C -4.587 -2.268 -0.183 -0.038 0.004 -0.110
C -3.250 -2.170 -0.434 -0.178 -0.319 -0.043
N -2.890 -0.869 -0.511 -0.426 1.306 0.645
C -3.995 -0.151 -0.285 0.164 -1.941 -0.309
C -3.911 1.255 -0.205 0.548 2.138 0.388
N -2.720 1.852 0.012 -0.531 -1.321 -1.058
C -2.947 3.194 -0.055 -0.014 0.091 0.153
C -4.266 3.430 -0.287 -0.117 0.002 0.104
N -4.882 2.206 -0.374 0.712 -0.519 0.103
H -6.004 -0.717 0.146 0.069 -0.022 -0.009
H -5.230 -3.117 -0.073 -0.094 -0.142 0.023
H -2.531 -2.951 -0.572 0.133 -0.181 0.006
H -2.164 3.912 0.084 0.198 0.069 -0.026
H -4.816 4.344 -0.374 -0.069 0.167 -0.036
H -5.841 2.050 -0.631 0.041 -0.030 0.049
Cl 5.137 -3.473 0.960 0.336 -0.176 -0.006
C 3.597 -2.686 0.996 -0.171 0.097 -0.906
C 3.006 -2.391 2.226 -0.680 0.358 0.217
C 1.791 -1.760 2.271 0.602 -0.334 0.374
C 1.074 -1.382 1.097 -0.673 0.046 -0.022
O -0.054 -0.806 1.207 0.787 -0.778 0.283
C 1.702 -1.720 -0.155 -0.487 0.278 0.151
C 1.100 -1.378 -1.395 0.027 -0.295 -0.005
O -0.027 -0.887 -1.614 0.703 0.040 -0.085
C 2.961 -2.352 -0.172 0.180 -0.196 0.406
H 3.514 -2.656 3.141 0.063 -0.070 0.084
H 1.327 -1.550 3.222 -0.081 0.113 0.103
H 1.716 -1.599 -2.281 -0.046 -0.136 -0.054
H 3.412 -2.590 -1.125 0.116 0.006 -0.098
F 5.513 0.031 -0.287 -0.037 0.008 -0.007
C 4.256 0.529 -0.291 -0.134 0.141 0.089
C 3.642 0.816 0.917 0.452 -0.118 -0.291
C 2.360 1.322 0.907 -0.304 0.170 -0.511
C 1.675 1.544 -0.297 1.073 -0.081 -0.007
C 0.314 2.063 -0.314 -1.490 -0.881 -0.130
C 2.338 1.247 -1.496 -0.213 0.332 0.468
C 3.623 0.747 -1.500 0.347 -0.095 0.148
H 4.178 0.638 1.836 0.034 -0.044 0.106
H 1.869 1.544 1.842 -0.103 0.004 0.113
H 0.115 2.652 -1.215 0.023 0.091 0.124
H 0.083 2.629 0.588 0.006 0.124 0.007
H 1.827 1.428 -2.431 -0.056 -0.011 -0.116
H 4.143 0.524 -2.419 0.071 -0.044 -0.117
```
Forces are in eV/Å.


Entry 6:
Density functional theory data (wB97M-V/def2-TZVPD) for a molecular structure, C10H16F10InN3O16S8.

Computed properties:
Gap between HOMO and LUMO, eV: 4.093
DFT total energy, eV: -166879.905
F_max, eV/A: 6.504

```
64
Properties=species:S:1:pos:R:3:forces:R:3
In -1.451 0.147 0.940 2.068 0.898 -0.868
C 0.278 -0.173 -3.767 -0.543 -2.055 1.169
F 0.184 -1.479 -3.449 -0.027 0.238 0.049
F 1.550 0.146 -3.643 -0.164 0.697 -0.498
F -0.214 -0.029 -4.965 0.447 0.777 -0.165
S -0.718 0.819 -2.469 0.338 0.436 -0.314
O 0.245 1.283 -1.521 -0.054 -0.697 0.519
O -1.452 1.794 -3.200 -0.349 -0.220 -0.107
N -1.729 -0.295 -1.659 1.555 1.083 0.912
S -2.998 -0.635 -2.637 -2.547 -0.967 -0.597
O -4.089 0.275 -2.537 0.282 0.163 0.626
O -2.562 -1.018 -3.945 0.747 0.291 0.319
C -3.608 -2.241 -1.894 0.492 0.706 0.346
F -2.838 -3.228 -2.318 -0.201 -0.225 -0.012
F -3.549 -2.188 -0.560 -0.156 0.124 0.117
F -4.864 -2.398 -2.249 0.033 -0.274 -0.278
N 1.167 -0.433 1.098 0.045 0.100 2.175
S 2.405 -0.939 0.264 0.051 -2.139 -5.547
O 3.015 -2.157 0.673 0.039 0.368 0.874
O 3.201 0.075 -0.332 0.115 0.320 0.724
F 1.526 -1.466 -0.997 -0.051 0.393 0.538
S 1.965 -0.047 2.509 -1.794 1.880 2.968
O 2.476 1.274 2.509 0.060 -0.010 -0.635
O 2.694 -1.043 3.204 -0.076 -0.661 -0.821
F 0.606 0.043 3.349 -0.103 -0.445 -0.384
N -2.355 1.580 3.003 0.736 -0.048 0.653
S -3.818 2.244 3.181 -5.034 -2.220 -2.268
O -4.149 3.360 2.384 0.657 0.269 -0.017
O -4.347 2.088 4.489 1.014 0.546 0.408
F -4.561 1.034 2.407 0.437 0.100 -0.205
S -1.584 2.675 4.024 6.318 1.507 -0.340
O -1.531 2.425 5.415 -1.390 -0.768 -0.122
O -1.629 4.007 3.525 -1.657 -0.122 0.179
F -0.118 2.311 3.577 -0.447 -0.537 0.033
C 1.323 4.620 -1.967 1.019 0.282 -0.122
C 2.711 4.257 -1.367 -0.172 0.346 -0.785
C 2.474 3.118 -0.379 0.433 0.974 -0.033
S 0.998 3.610 0.525 0.107 1.103 -0.671
O 1.321 4.544 1.565 0.243 -0.234 0.161
O 0.149 2.478 0.874 -0.704 -0.737 0.172
C 0.259 4.526 -0.886 -0.359 -2.383 -0.035
H 1.208 3.892 -2.770 -0.760 0.042 0.074
H 1.355 5.604 -2.432 -0.030 0.020 0.050
H 3.228 5.173 -1.085 0.034 -0.286 0.830
H 3.321 3.798 -2.148 0.063 0.300 -0.122
H 3.311 2.994 0.302 -0.219 -0.341 0.198
H 2.315 2.273 -1.039 -0.311 -0.498 0.719
H -0.330 5.379 -0.570 0.357 0.203 0.116
H -0.402 3.708 -1.184 -0.563 0.526 -0.211
C 1.608 -5.111 1.256 -1.027 -0.549 -0.698
C 1.649 -4.787 -0.259 -0.298 -0.258 -0.028
C 0.239 -4.427 -0.739 0.127 0.916 -1.491
S -0.782 -4.029 0.685 2.055 -1.501 -0.471
O -1.636 -5.185 0.742 -0.886 0.709 0.771
O -1.289 -2.661 0.693 -0.442 0.981 0.238
C 0.550 -4.216 1.892 0.523 1.237 0.802
H 2.590 -5.025 1.709 -0.090 0.097 0.171
H 1.248 -6.141 1.308 0.271 -0.095 0.317
H 1.955 -5.687 -0.791 0.201 0.090 -0.040
H 2.319 -3.977 -0.522 0.131 -0.016 0.261
H -0.259 -5.187 -1.341 -0.194 -0.508 0.796
H 0.257 -3.634 -1.492 0.133 0.555 0.585
H 0.134 -4.456 2.872 -0.211 -0.817 -0.280
H 1.026 -3.261 2.141 -0.272 0.333 -0.705
```
Forces are in eV/Å.


- F_max of number 3 (C2H5N2Si)?
  5.584 eV/A


- The highest DFT total energy belongs to which entry?
  C4H10N2O